Entry from the OMol25 dataset: a single C4H12N2S molecule (ωB97M-V with the def2-TZVPD basis set).

As for the structure (SMILES): NCCNCCS. Its HOMO energy is -8.50 eV. For the orbital gap, the calculation gives 9.345 eV. Its molar mass is 120.22 g/mol. The calculation puts the energy relative to the best compared isomer or geometry (same formula, charge and spin) at 18.1 kcal per mole.

ORCA input file:
```
! RIJCOSX wB97M-V def2-TZVPD def2/J DEFGRID3
* xyz 0 1
N -0.33491 -2.14623 2.27800
C 0.31134 -0.89609 1.93359
C -0.16783 -0.31261 0.59903
N 0.91500 -0.29712 -0.36466
C 0.68124 0.18855 -1.69499
C -0.47057 1.16111 -1.89907
S 0.00020 2.73534 -1.10895
H -0.59085 -2.25927 3.25235
H -1.10261 -2.36611 1.66833
H 0.21351 -0.13599 2.71677
H 1.39264 -1.01828 1.84297
H -0.97617 -0.94428 0.21044
H -0.56171 0.68481 0.78172
H 1.78311 0.00438 0.04375
H 1.57407 0.65880 -2.11175
H 0.51432 -0.63950 -2.38581
H -1.44527 0.78638 -1.59462
H -0.60594 1.34498 -2.96974
H -1.12957 3.45112 -1.19737
*
```